DFT (ωB97M-V/def2-TZVPD) results for one molecule with the formula C10H20N2O3S in a non-equilibrium geometry.

Structure (XYZ):
```
36
Properties=species:S:1:pos:R:3:mulliken_charge:R:1
C -4.41512 -1.64227 1.13668 -0.864
S -4.37007 -1.41175 -0.70546 -0.069
C -2.76271 -0.53573 -0.87746 -0.629
C -2.71985 0.88726 -0.25610 -0.879
C -1.33815 1.53028 -0.39921 -0.141
N -0.27531 0.80746 0.26605 -0.040
C 1.00071 1.04483 -0.07122 -0.236
O 1.36468 1.84573 -0.94641 -0.805
C 1.96338 0.10204 0.60410 0.427
N 1.31595 -1.00910 1.30347 -0.694
C 3.08592 -0.35347 -0.33920 0.383
C 4.24511 -1.01347 0.41187 -1.568
C 2.59057 -1.25582 -1.49703 -1.373
C -1.44657 3.05329 0.02698 0.515
O -2.41119 3.47146 0.63294 -0.571
O -0.35877 3.81838 -0.11609 -0.490
H -4.45826 -0.67404 1.63815 0.265
H -5.30076 -2.20520 1.33435 0.358
H -3.56400 -2.18746 1.50246 0.275
H -1.98871 -1.19479 -0.50763 0.257
H -2.65287 -0.40308 -1.96596 0.310
H -3.49118 1.50561 -0.72577 0.397
H -2.89730 0.79914 0.79636 0.409
H -1.10739 1.54310 -1.45708 0.390
H -0.39566 -0.02669 0.88138 0.443
H 2.41990 0.75599 1.38507 0.474
H 1.84746 -1.21688 2.13008 0.295
H 1.35523 -1.85794 0.78439 0.215
H 3.47841 0.55087 -0.77703 0.376
H 5.09946 -1.16987 -0.23533 0.411
H 4.56146 -0.44367 1.28592 0.393
H 3.89144 -1.97881 0.81960 0.294
H 2.34348 -2.30156 -1.16250 0.320
H 3.39371 -1.35207 -2.24724 0.373
H 1.72037 -0.84818 -2.01105 0.356
H 0.27665 3.36641 -0.64206 0.422
```

## Properties
energy = -30653.515 eV
largest force on an atom = 2.07 eV/Å
SMILES = CSCC[C@H](NC(=O)[C@@H](N)C(C)C)C(=O)O
HOMO-LUMO gap = 9.23 eV